Entry 1:
The following is a DFT calculation (ωB97M-V/def2-TZVPD) of C4H7N in the gas phase.

Properties
HOMO-LUMO gap in eV: 9.9
E_LUMO in eV: 0.9
Energy above the lowest of the compared OMol25 structures with the same formula, charge and spin in eV: 3.394
DFT total energy in a.u.: -211.235950
HOMO level in eV: -9.0

Each line ends with the natural charge from an NBO analysis.
Element x y z (Å)
N (2.305, 0.634, 0.024)  -0.82
C (0.132, -0.529, 0.091)  -0.04
C (-2.490, 0.167, -0.005)  -0.70
C (1.630, -0.668, -0.015)  -0.28
C (-1.039, -0.104, 0.055)  -0.06
H (1.992, 1.156, 0.847)  0.36
H (2.034, -1.298, 0.770)  0.21
H (-3.104, -0.719, -0.728)  0.25
H (-2.841, 0.065, 1.212)  0.25
H (1.915, -1.258, -0.946)  0.22
H (-2.658, 1.341, -0.535)  0.25
H (2.123, 1.211, -0.770)  0.36


Entry 2:
The following is a DFT calculation (ωB97M-V/def2-TZVPD) of C19H22N4O2 in the gas phase.

Properties
HOMO-LUMO gap in eV: 7.7
E_LUMO in eV: 0.7
Energy above the lowest of the compared OMol25 structures with the same formula, charge and spin in eV: 3.119
DFT total energy in a.u.: -1106.668264
HOMO level in eV: -7.0

Each line ends with the natural charge from an NBO analysis.
Element x y z (Å)
O (1.743, 4.226, -3.056)  -0.47
O (3.203, 3.324, -1.448)  -0.48
N (0.233, -1.120, -0.837)  -0.64
N (-0.203, -3.401, -1.431)  -0.57
N (0.878, -2.039, -2.818)  -0.63
N (-2.168, 0.409, 4.035)  -0.45
C (-1.470, -1.581, 0.929)  -0.04
C (2.721, 4.534, -2.054)  0.23
C (0.061, 0.302, 1.088)  -0.22
C (-0.740, -3.754, -0.117)  -0.24
C (-0.527, 0.708, 2.273)  -0.26
C (-1.952, -2.931, 0.325)  -0.43
C (1.734, 2.863, -3.109)  0.21
C (0.969, 2.090, -3.959)  -0.25
C (0.239, -2.209, -1.636)  0.58
C (-3.591, 0.213, 4.274)  -0.40
C (-2.072, -1.154, 2.143)  -0.24
C (-1.338, 1.022, 5.116)  -0.40
C (2.203, -1.428, -2.918)  -0.24
C (2.042, 0.089, -3.001)  -0.06
C (2.799, 0.945, -2.131)  -0.29
C (-1.609, 0.008, 2.807)  0.17
C (-0.410, -0.846, 0.392)  0.19
C (2.634, 2.352, -2.191)  0.29
C (1.141, 0.702, -3.922)  -0.20
H (0.299, 2.573, -4.689)  0.23
H (0.855, 0.895, 0.636)  0.21
H (-1.801, 0.961, 6.086)  0.20
H (0.758, -2.872, -3.398)  0.41
H (-3.941, 0.753, 5.160)  0.20
H (-1.170, 2.073, 4.900)  0.18
H (-0.167, 1.570, 2.800)  0.21
H (0.470, 0.087, -4.512)  0.23
H (2.647, -1.756, -3.859)  0.22
H (-1.045, -4.776, -0.148)  0.19
H (-0.404, 0.502, 5.158)  0.20
H (-4.155, 0.488, 3.377)  0.20
H (0.059, -3.730, 0.626)  0.18
H (-2.508, -3.523, 1.084)  0.21
H (3.477, 0.585, -1.373)  0.22
H (-3.860, -0.804, 4.487)  0.17
H (3.570, 5.047, -2.518)  0.16
H (-2.865, -1.793, 2.576)  0.22
H (-2.604, -2.708, -0.502)  0.22
H (2.265, 5.212, -1.336)  0.17
H (2.837, -1.759, -2.105)  0.20
H (0.764, -0.348, -1.203)  0.41


Entry 3:
The following is a DFT calculation (ωB97M-V/def2-TZVPD) of a molecular structure, C26H41N2SW.

Properties
HOMO-LUMO gap (alpha / beta) in eV: 6.1 / 6.3
Total charge: +1
E_LUMO (alpha / beta) in eV: -3.7 / -3.7
Energy above the lowest of the compared OMol25 structures with the same formula, charge and spin in eV: 0.606
Multiplicity: 3
DFT total energy in a.u.: -1589.654808
HOMO level (alpha / beta) in eV: -9.8 / -10.0

Each line ends with the Mulliken spin population.
Element x y z (Å)
W (-0.012, -0.130, -0.764)  1.75
S (-0.021, 0.866, 1.394)  0.04
N (-0.546, -0.866, 3.449)  0.03
N (1.006, 0.812, 3.875)  0.01
C (0.423, 1.486, 5.071)  0.01
C (-0.164, -2.107, -1.812)  -0.02
C (-1.336, -1.763, 5.645)  0.00
C (1.988, -1.873, 1.271)  -0.01
C (0.008, -2.275, -0.396)  -0.09
C (-3.277, 2.776, -2.276)  0.00
C (1.857, -1.122, -1.212)  -0.02
C (-2.260, -0.430, -0.591)  -0.06
C (1.376, 1.790, -1.918)  -0.01
C (-2.728, 0.890, -0.885)  0.05
C (0.277, 2.737, -3.907)  -0.03
C (1.531, 2.947, -4.560)  0.02
C (-1.209, -2.786, -2.642)  -0.02
C (1.525, 2.008, 5.968)  0.00
C (2.565, 2.279, -2.377)  0.07
C (-0.826, -3.146, 0.487)  -0.01
C (0.277, 2.564, -2.567)  0.02
C (0.160, 0.173, 2.995)  0.03
C (2.636, 2.850, -3.721)  -0.01
C (1.174, -0.979, -3.749)  -0.01
C (3.219, -0.521, -1.237)  0.01
C (-3.314, 1.265, -2.094)  -0.14
C (-0.178, -1.623, 4.676)  0.00
C (1.269, -1.693, -0.022)  0.08
C (-2.834, 0.548, -3.317)  0.03
C (0.966, -1.369, -2.319)  0.30
H (-2.899, 3.081, -3.278)  0.00
H (2.728, -2.673, 1.136)  0.00
H (-0.210, 2.320, 4.725)  0.00
H (0.215, -0.906, -4.288)  0.00
H (3.543, 3.296, -4.076)  0.00
H (3.351, 0.113, -2.114)  0.00
H (1.672, -0.010, -3.825)  -0.01
H (-2.601, 3.329, -1.586)  0.00
H (1.402, 3.332, -5.564)  0.00
H (-4.287, 3.243, -2.158)  -0.01
H (3.993, -1.307, -1.265)  0.00
H (-3.529, -0.270, -3.665)  0.00
H (2.520, -0.963, 1.573)  0.00
H (-1.884, -3.145, 0.198)  0.00
H (-2.308, -0.743, 0.429)  0.01
H (-1.382, -2.268, -3.592)  0.00
H (-2.615, -1.185, -1.259)  0.01
H (1.791, -1.740, -4.260)  0.00
H (-1.249, -1.256, 2.822)  0.00
H (-0.452, -4.179, 0.414)  0.00
H (3.420, 2.269, -1.770)  0.00
H (-2.487, 1.609, -0.106)  0.02
H (1.077, 2.399, 6.886)  0.00
H (-1.832, 0.058, -3.223)  0.01
H (-1.835, -0.805, 5.825)  0.00
H (1.664, 1.428, 3.390)  0.00
H (-0.759, 2.765, -2.310)  -0.02
H (-0.879, -3.809, -2.880)  0.00
H (-0.215, 0.767, 5.596)  0.00
H (3.379, 0.100, -0.342)  0.00
H (-0.730, 2.786, -4.315)  0.00
H (-2.169, -2.876, -2.123)  0.00
H (-0.961, -2.136, 6.605)  0.00
H (-2.073, -2.483, 5.275)  0.00
H (1.306, -2.158, 2.078)  0.00
H (0.179, -2.614, 4.360)  0.00
H (0.674, -1.104, 5.127)  0.00
H (2.075, 2.824, 5.489)  0.00
H (2.230, 1.218, 6.248)  0.00
H (-0.763, -2.839, 1.540)  -0.01
H (-2.649, 1.220, -4.181)  0.00


Entry 4:
The following is a DFT calculation (ωB97M-V/def2-TZVPD) of 2 unconnected molecules or ions with the total composition C5H13NO.

Properties
HOMO-LUMO gap in eV: 9.7
E_LUMO in eV: 0.9
Energy above the lowest of the compared OMol25 structures with the same formula, charge and spin in eV: 2.642
DFT total energy in a.u.: -328.221755
HOMO level in eV: -8.8

Each line ends with the natural charge from an NBO analysis.
Element x y z (Å)
O (-2.878, 0.666, -0.623)  -0.98
N (-0.662, -0.064, 1.042)  -0.65
C (1.176, 1.526, 0.453)  -0.50
C (0.604, 0.334, 0.328)  0.21
C (2.459, -0.235, -1.274)  -0.63
C (1.033, -0.655, -0.787)  -0.47
C (-1.167, -1.484, 1.070)  -0.43
H (-0.441, -2.139, 1.542)  0.18
H (-2.122, -1.692, 1.587)  0.22
H (1.130, -1.681, -0.407)  0.21
H (3.290, -0.009, -0.482)  0.22
H (-0.470, 0.183, 1.947)  0.37
H (1.656, 2.086, -0.301)  0.22
H (-2.019, 0.386, -0.219)  0.49
H (0.711, 2.226, 1.219)  0.19
H (-2.993, 1.623, -0.550)  0.47
H (2.285, 0.654, -1.971)  0.21
H (-1.407, -1.759, 0.078)  0.21
H (3.105, -0.962, -1.844)  0.22
H (0.308, -0.707, -1.651)  0.23